DFT (ωB97M-V/def2-TZVPD) results for the molecule C8H12 in a non-equilibrium geometry.

Values from the calculation:
**2S+1**: 1
**Structure (SMILES)**: C=C/C(=C\C)C(=C)C
**HOMO energy**: -8.528 eV
**Energy relative to the best compared isomer or geometry (same formula, charge and spin)**: 30.7 kcal/mol
**Molar mass**: 108.2 g/mol
**E**: -8488.251 eV

The geometry in XYZ format:
```
20
C8H12 (ωB97M-V/def2-TZVPD)
C 1.9354 1.1784 0.4937
C 1.4169 0.1318 -0.1587
C -0.0102 -0.2930 -0.1305
C -0.3630 -1.5751 -0.2563
C 0.4886 -2.8125 -0.2563
C -0.9393 0.8256 0.1764
C -1.5020 0.9205 1.3766
C -1.1536 1.8818 -0.8955
H 1.3700 2.0774 0.7214
H 3.0127 1.3166 0.4449
H 2.1400 -0.6577 -0.3242
H -1.3430 -1.7832 -0.6791
H 1.5542 -2.5924 -0.2557
H 0.3114 -3.3461 0.6823
H 0.1483 -3.4732 -1.0473
H -1.3252 0.1860 2.1536
H -2.2280 1.7105 1.5381
H -1.0493 2.9084 -0.5518
H -0.3678 1.7273 -1.6382
H -2.0961 1.6690 -1.3934
```

DFT (ωB97M-V/def2-TZVPD) results for C8H12AlCl2N2O3SSm as an isolated structure in a non-equilibrium geometry.

Values from the calculation:
**2S+1**: 6
**HOMO energy (spin up / spin down)**: -21.375 / -21.375 eV
**Molar mass**: 464.5 g/mol
**Charge**: +4
**E**: -77951.117 eV

The geometry in XYZ format:
```
30
C8H12AlCl2N2O3SSm (ωB97M-V/def2-TZVPD)
Sm -1.7588 -1.0817 -6.4151
Al -0.6279 0.9531 -1.9900
Cl -0.1683 -1.4429 -4.5239
Cl -1.5841 2.5293 -2.9580
C 1.3424 1.4043 -1.4734
C 0.2283 -2.1239 -7.1392
C -0.0294 0.4058 -6.8818
O 2.3686 1.8051 -1.1044
O 1.3066 -2.5310 -7.2584
O 0.9739 0.9825 -6.8343
C 0.8035 2.3346 2.7826
C -0.4279 1.5284 2.4877
N -0.3522 0.9806 1.0814
C -0.9308 -0.1946 0.7899
S -1.6672 -0.5390 -0.7467
N -0.9443 -1.1871 1.7051
C 0.3300 -1.5653 2.3824
C 0.0023 -2.2546 3.6856
H 1.7211 1.7826 2.5691
H 0.8159 2.5960 3.8416
H 0.8135 3.2648 2.2085
H -0.5581 0.6829 3.1708
H -1.3281 2.1492 2.5595
H -0.4908 1.7429 0.3913
H -1.4379 -2.0276 1.3527
H 0.8979 -2.2342 1.7211
H 0.9176 -0.6557 2.5390
H -0.3568 -3.2725 3.4994
H 0.9043 -2.3161 4.2991
H -0.7634 -1.7160 4.2584
```

DFT (ωB97M-V/def2-TZVPD) results for the molecule C8H12BFO2 in a non-equilibrium geometry.

Values from the calculation:
**2S+1**: 1
**HOMO energy (spin up / spin down)**: -7.379 / -7.939 eV
**Energy relative to the best compared isomer or geometry (same formula, charge and spin)**: 144.2 kcal/mol
**Molar mass**: 170.0 g/mol
**E**: -15975.490 eV

The geometry in XYZ format:
```
24
C8H12BFO2 (ωB97M-V/def2-TZVPD)
B 3.3525 -0.0179 -0.2794
C 1.0239 1.1780 0.4564
C -0.3981 1.3179 0.5103
C 2.0196 0.4610 -0.0249
C -1.4437 0.4420 0.6297
C -1.4577 -0.9499 1.1292
C -1.6556 -0.7969 -0.4719
C -2.6889 1.2404 0.7363
C -0.6813 -1.4233 -1.3749
O 3.5961 -1.3546 -0.5647
O 4.2583 0.9971 -0.5680
F -2.5191 -1.5903 1.6496
H 1.4406 2.0275 0.9544
H -0.6512 2.3207 0.6507
H -0.5865 -1.3421 1.5729
H -2.6981 -0.9674 -0.7722
H -2.5829 1.9861 1.5982
H -3.6225 0.6593 1.0743
H -3.1085 1.6229 -0.2205
H 0.3613 -1.2261 -1.2551
H -0.6480 -1.1510 -2.4303
H -0.8696 -2.5057 -1.5528
H 4.5159 -1.5660 -0.4457
H 5.0435 0.6380 -1.0017
```

DFT (ωB97M-V/def2-TZVPD) results for the molecule C8H12BrNO in a non-equilibrium geometry.

Values from the calculation:
**2S+1**: 1
**HOMO energy**: -7.193 eV
**Energy relative to the best compared isomer or geometry (same formula, charge and spin)**: 83.5 kcal/mol
**Molar mass**: 218.1 g/mol
**E**: -82067.776 eV

The geometry in XYZ format:
```
23
C8H12BrNO (ωB97M-V/def2-TZVPD)
C 0.2976 -1.1073 1.3990
C 1.0949 -1.4907 0.1874
C -0.2097 0.0511 1.8687
C 2.1891 -0.9903 -0.3151
C -0.8336 1.5507 -0.0462
C 0.7532 -2.8307 -0.4859
C -1.0845 2.9255 -0.6438
C -1.4020 0.4144 -0.8376
N -0.1110 1.2915 0.9826
O -0.7040 0.3869 2.9502
Br 2.8775 0.6419 0.0710
H 0.2582 -1.9756 2.1532
H 2.8493 -1.5616 -1.0725
H -0.3566 -2.7543 -0.7635
H 0.8807 -3.7447 0.0813
H 1.2821 -2.8481 -1.3895
H -2.1333 3.1250 -0.6283
H -0.8299 2.7037 -1.6435
H -0.4974 3.7714 -0.3112
H -1.0632 0.3806 -1.8857
H -2.3897 0.4842 -0.7785
H -1.0964 -0.5124 -0.3791
H 0.2289 2.0890 1.4872
```

DFT (ωB97M-V/def2-TZVPD) results for an isolated ion of composition C8H12Cl2F4O4PS and charge -1 in a non-equilibrium geometry.

Values from the calculation:
**2S+1**: 1
**HOMO energy**: -5.375 eV
**Molar mass**: 382.1 g/mol
**Charge**: -1
**E**: -72718.705 eV

The geometry in XYZ format:
```
32
C8H12Cl2F4O4PS (ωB97M-V/def2-TZVPD)
C 3.0072 0.8242 1.7426
O 1.8729 0.8045 0.9140
C 1.2421 -0.4705 0.8867
P -0.0140 -0.5853 -0.5319
C 1.3102 0.0478 -1.8004
C 1.0096 -0.3094 -3.1938
O 0.9984 0.3675 -4.1662
F 0.7656 -1.6284 -3.3400
C -0.7787 1.1716 -0.2460
Cl -1.2608 1.8585 -1.7780
C -1.0732 1.9116 0.8178
C -1.7218 3.2639 0.7911
Cl -0.7957 1.3195 2.4258
S -1.6223 -1.5572 0.8316
O -1.1148 -2.2023 2.0310
O -2.8590 -0.8050 0.9294
C -2.1729 -3.0499 -0.1962
F -1.1984 -3.9689 -0.3439
F -2.6008 -2.7153 -1.4278
F -3.1988 -3.6320 0.4627
H 3.8942 0.5017 1.1906
H 3.1684 1.8485 2.0739
H 2.8738 0.1955 2.6229
H 1.9861 -1.2377 0.6427
H 0.8476 -0.7056 1.8737
H -1.0201 -0.7491 -1.5484
H 0.4137 -1.9584 -0.7320
H 1.4635 1.1171 -1.7543
H 2.2435 -0.4558 -1.5488
H -1.0566 4.0006 0.3481
H -1.9619 3.5808 1.8002
H -2.6470 3.2175 0.2230
```

DFT (ωB97M-V/def2-TZVPD) results for a 2-piece molecular cluster, C8H12Cl2N2Si overall in a non-equilibrium geometry.

Values from the calculation:
**2S+1**: 1
**HOMO energy (spin up / spin down)**: -9.335 / -7.885 eV
**Energy relative to the best compared isomer or geometry (same formula, charge and spin)**: 123.0 kcal/mol
**Molar mass**: 235.2 g/mol
**E**: -44390.997 eV

The geometry in XYZ format:
```
25
C8H12Cl2N2Si (ωB97M-V/def2-TZVPD)
C -3.0477 0.9362 -1.1939
C 1.2005 -0.0363 -1.8165
C -0.2449 2.2609 1.1278
C 1.9334 -2.3349 0.7125
C -1.6667 1.9475 0.6067
C 2.5930 -1.3168 -0.2320
C -1.7779 0.8851 -0.5116
C 1.7884 -1.2234 -1.4755
N -4.1256 0.9477 -1.6136
N 0.6750 0.9549 -2.0712
Si -1.5698 -0.8206 0.3618
Cl -2.2678 -2.4099 -0.7710
Cl -2.1637 -0.8255 2.3062
H 0.4956 2.5668 0.4289
H -0.2420 3.0208 1.8103
H 0.3271 1.5432 1.5440
H 1.6464 -3.3290 0.1807
H 2.5211 -2.4837 1.5084
H 1.0872 -1.9407 1.2019
H -2.1893 2.9023 0.1461
H -2.1993 1.7520 1.4422
H 3.6968 -1.7626 -0.3152
H 2.7243 -0.2755 0.0513
H -0.8120 0.8981 -1.1022
H 1.6178 -1.8565 -2.3259
```

DFT (ωB97M-V/def2-TZVPD) results for the molecule C8H12ClNOSi in a non-equilibrium geometry.

Values from the calculation:
**2S+1**: 1
**Structure (SMILES)**: C[Si](C)(C)c1c(Cl)[nH]ccc1=O
**HOMO energy**: -8.082 eV
**Energy relative to the best compared isomer or geometry (same formula, charge and spin)**: 56.5 kcal/mol
**Molar mass**: 201.7 g/mol
**E**: -32425.864 eV

The geometry in XYZ format:
```
24
C8H12ClNOSi (ωB97M-V/def2-TZVPD)
C -2.1488 1.2055 1.0646
Si -1.2146 -0.2658 0.2470
C -1.5820 -2.0092 1.3398
C -1.8500 -0.5988 -1.5097
C 0.6942 0.0545 0.0410
C 1.1965 1.6261 -0.3031
Cl 0.1609 2.9189 -0.1349
N 2.4816 1.7968 -0.3530
C 3.3885 0.7606 -0.4284
C 3.0389 -0.5692 -0.2491
C 1.6499 -0.9238 -0.1935
O 1.2843 -2.1358 -0.3513
H -1.9417 1.9520 0.3113
H -3.1922 0.9493 1.0878
H -1.6450 1.6681 2.0412
H -2.1326 -2.7334 0.6817
H -0.7286 -2.5791 1.7839
H -2.3495 -1.6819 2.0798
H -1.1874 -1.2553 -2.2260
H -2.8631 -1.0713 -1.4590
H -1.9569 0.4090 -2.1416
H 2.8102 2.7516 -0.1587
H 4.3519 1.0357 -0.7578
H 3.7356 -1.3044 -0.4120
```

DFT (ωB97M-V/def2-TZVPD) results for the molecule C8H12ClNSi in a non-equilibrium geometry.

Values from the calculation:
**2S+1**: 1
**Structure (SMILES)**: CN[Si@](C)(Cl)c1ccccc1
**HOMO energy**: -8.317 eV
**Energy relative to the best compared isomer or geometry (same formula, charge and spin)**: 24.4 kcal/mol
**Molar mass**: 185.7 g/mol
**E**: -30381.271 eV

The geometry in XYZ format:
```
23
C8H12ClNSi (ωB97M-V/def2-TZVPD)
C -1.7927 0.1434 2.0295
N -2.4356 -0.4826 0.8835
Si -1.3603 -0.3540 -0.9221
C -1.6406 1.3573 -1.7520
Cl -2.2600 -1.9214 -1.8323
C 0.5009 -0.7886 -0.4026
C 0.6700 -1.8390 0.4075
C 2.0001 -2.2912 0.7647
C 3.1232 -1.6196 0.3017
C 2.8919 -0.5313 -0.5733
C 1.6610 -0.0858 -0.9329
H -2.3405 0.0349 2.9670
H -0.8400 -0.2281 2.1090
H -1.6331 1.3018 1.8032
H -3.3685 -0.1535 0.7644
H -0.5877 1.7036 -1.8902
H -2.0058 1.3768 -2.7907
H -2.1204 2.1026 -1.0527
H -0.1940 -2.3487 0.8680
H 1.9150 -2.9451 1.5975
H 4.1548 -1.8525 0.5287
H 3.7514 -0.1190 -0.9701
H 1.3912 0.5990 -1.6913
```

DFT (ωB97M-V/def2-TZVPD) results for C8H12CuO5 as an isolated structure in a non-equilibrium geometry.

Values from the calculation:
**2S+1**: 1
**HOMO energy**: -10.980 eV
**Energy relative to the best compared isomer or geometry (same formula, charge and spin)**: 21.7 kcal/mol
**Molar mass**: 251.7 g/mol
**Charge**: +1
**E**: -63355.383 eV

The geometry in XYZ format:
```
26
C8H12CuO5 (ωB97M-V/def2-TZVPD)
O -3.2875 1.5341 0.0521
C -2.6752 1.4317 1.6115
C -2.5877 -0.0372 1.7506
C -2.6915 -0.6215 0.0386
O -1.6720 -1.2703 -0.5000
O -3.7857 -0.8650 -0.4569
Cu -5.5545 0.8612 -0.8536
H -3.2570 1.8945 2.4154
H -1.6832 1.8923 1.5103
H -1.6171 -0.3539 2.1423
H -3.4894 -0.4651 2.2092
C -0.3958 -1.2987 0.0494
C 0.6639 -0.8748 -0.6296
C 2.0396 -0.9335 -0.0315
C 2.8926 0.3103 -0.2415
O 3.5081 0.3026 -1.5362
C 4.7708 -0.0244 -1.5853
O 5.1096 0.0149 -2.8557
H -0.3370 -1.7931 1.0200
H 0.5394 -0.5153 -1.6540
H -3.0660 2.3121 -0.4684
H 2.5863 -1.7995 -0.4356
H 1.9613 -1.0935 1.0532
H 3.6869 0.3563 0.5137
H 2.2931 1.2273 -0.1852
H 6.0479 -0.1914 -2.9331
```

DFT (ωB97M-V/def2-TZVPD) results for C8H12F12O14S6Zn as an isolated structure in a non-equilibrium geometry.

Values from the calculation:
**2S+1**: 1
**HOMO energy**: -4.166 eV
**Energy relative to the best compared isomer or geometry (same formula, charge and spin)**: 0.0 kcal/mol
**Molar mass**: 817.9 g/mol
**Charge**: -2
**E**: -183199.878 eV

The geometry in XYZ format:
```
53
C8H12F12O14S6Zn (ωB97M-V/def2-TZVPD)
Zn -0.2251 -0.3920 0.0170
C -2.8250 1.9472 -3.0353
F -2.9373 2.7367 -4.1263
F -3.3816 2.6377 -2.0449
F -3.5130 0.8331 -3.2486
S -1.0348 1.5855 -2.7513
O -0.9358 0.7862 -1.5326
O -0.6819 0.9170 -3.9496
O -0.5020 2.9253 -2.5509
C -2.4782 -4.2416 -1.0510
F -3.2857 -4.8495 -1.9377
F -3.0129 -4.3972 0.1689
F -1.3093 -4.9033 -1.0490
S -2.2593 -2.4581 -1.4684
O -1.2860 -2.0848 -0.4384
O -1.7836 -2.4867 -2.8161
O -3.5790 -1.9142 -1.2836
C -3.3553 1.8938 1.6009
F -2.5878 2.4904 0.7003
F -3.7509 2.8114 2.5147
F -4.4470 1.4376 0.9975
S -2.4494 0.5464 2.4484
O -1.6014 1.2546 3.3916
O -3.4888 -0.2538 3.0580
O -1.7464 -0.1313 1.3716
C 3.5424 -0.2787 -2.6750
F 4.3655 -0.0863 -1.6173
F 3.0362 0.9229 -2.9813
F 4.2890 -0.6586 -3.7102
S 2.2313 -1.5483 -2.3465
O 1.6049 -1.6944 -3.6181
O 3.0086 -2.6826 -1.8763
O 1.4203 -0.9253 -1.3006
C 2.1975 -3.0071 2.8549
S 1.9506 -1.3166 2.3733
O 0.8409 -1.4653 1.4032
C 3.4343 -1.1200 1.4244
H 2.3983 -3.6482 1.9964
H 1.2767 -3.3223 3.3395
H 3.0420 -3.1325 3.5411
H 4.2923 -1.1225 2.0984
H 3.3660 -0.1527 0.9305
H 3.4714 -1.8735 0.6395
C 0.4448 3.9336 0.6676
S 1.4758 2.5166 1.0121
O 0.6861 1.3372 0.5896
C 1.3939 2.5431 2.8084
H -0.4554 3.8109 1.2756
H 0.0861 3.8690 -0.3631
H 0.9635 4.8290 1.0044
H 1.1630 1.5274 3.1130
H 0.5988 3.1924 3.1632
H 2.3328 2.8628 3.2684
```